# 1
Here is a cluster of 3 separate species, C35H46Br2Cl4I3N2O5PS2 in total from the Open Molecules 2025 dataset. Energies are from wB97M-V/def2-TZVPD.

XYZ file:
```
100
Properties=species:S:1:pos:R:3:lowdin_charge:R:1
C 4.213 -4.531 1.814 -0.11
N 3.249 -3.413 2.007 -0.11
C 3.599 -2.298 1.094 -0.17
C 2.764 -2.220 -0.206 -0.38
C 2.308 -3.574 -0.803 -0.12
C 1.165 -4.319 -0.077 -0.19
C 0.743 -5.515 -0.993 -0.19
C -0.567 -6.118 -0.411 -0.21
C -1.822 -5.256 -0.720 -0.21
C -3.071 -6.107 -0.400 -0.21
C -4.391 -5.313 -0.214 -0.15
C -4.624 -4.156 -1.213 -0.16
O -4.875 -2.957 -0.451 0.00
C -5.465 -1.987 -1.158 -0.58
C -5.883 -0.758 -0.350 0.02
O -5.656 -2.014 -2.326 0.11
O 3.565 -1.488 -1.167 -0.20
C 4.620 -2.215 -1.707 -0.75
I 6.390 -0.923 -1.524 0.92
C 4.365 -2.620 -3.176 -0.76
Br 5.284 -4.336 -3.529 0.68
C 4.799 -1.592 -4.238 -0.78
C 4.108 -0.213 -4.082 -0.20
Br 4.155 -2.315 -5.991 0.64
C 1.454 -1.331 -0.024 -0.54
S 0.680 -1.490 1.622 0.88
O 1.822 -0.004 -0.387 -0.17
C 0.837 0.972 -0.315 -0.70
O 0.774 1.636 0.972 -0.14
C 1.978 1.705 1.466 -0.41
N 2.870 1.856 2.125 0.22
P 1.399 2.370 -1.523 0.48
S 1.005 4.151 -0.798 0.16
C -0.580 0.577 -0.734 -0.67
I -2.132 1.088 0.664 1.00
C -0.962 -0.017 -1.846 -0.74
C -2.398 -0.371 -2.188 -0.20
I 0.452 -0.593 -3.340 1.07
H 4.533 -4.598 0.766 0.07
H 3.731 -5.484 2.062 0.08
H 5.138 -4.382 2.392 0.09
H 3.486 -3.066 2.932 0.10
H 3.480 -1.360 1.655 0.11
H 4.685 -2.361 0.901 0.11
H 1.929 -3.347 -1.813 0.10
H 3.127 -4.297 -0.916 0.11
H 0.261 -3.720 0.048 0.07
H 1.489 -4.778 0.860 0.10
H 1.547 -6.251 -1.097 0.11
H 0.478 -5.106 -1.982 0.11
H -0.448 -6.108 0.683 0.11
H -0.744 -7.139 -0.771 0.11
H -1.843 -4.907 -1.760 0.11
H -1.827 -4.387 -0.044 0.12
H -2.869 -6.618 0.553 0.11
H -3.228 -6.886 -1.157 0.11
H -5.208 -6.035 -0.347 0.11
H -4.508 -4.935 0.809 0.12
H -3.846 -4.042 -1.973 0.12
H -5.548 -4.380 -1.761 0.13
H -5.544 -0.887 0.684 0.08
H -6.976 -0.694 -0.377 0.09
H -5.476 0.149 -0.802 0.08
H 4.911 -3.088 -1.119 0.04
H 3.310 -2.834 -3.365 0.06
H 5.876 -1.514 -4.369 0.04
H 3.509 -0.140 -3.169 0.02
H 4.889 0.556 -4.024 0.07
H 3.459 0.021 -4.929 0.04
H 0.729 -1.781 -0.712 0.06
H 1.537 -0.772 2.389 -0.09
H 0.675 2.267 -2.732 -0.05
H 2.766 2.201 -1.844 0.00
H -2.363 -1.203 -2.906 0.05
H -2.946 -0.736 -1.319 0.01
H -2.903 0.448 -2.712 0.10
Cl -0.658 9.479 1.344 0.72
C 0.580 8.546 2.112 -0.66
C 0.980 8.909 3.391 -0.11
C 1.962 8.181 4.043 -0.08
C 2.545 7.087 3.418 -0.08
C 2.148 6.726 2.141 -0.10
C 1.166 7.456 1.485 -0.66
Cl 0.710 6.961 -0.105 0.61
H 0.525 9.760 3.880 0.11
H 2.272 8.467 5.040 0.11
H 3.310 6.514 3.927 0.11
H 2.603 5.873 1.655 0.10
Cl -7.001 8.155 3.971 0.67
C -5.559 7.494 3.283 -0.69
C -5.462 6.115 3.160 -0.12
C -4.326 5.543 2.608 -0.08
C -3.283 6.351 2.176 -0.07
C -3.377 7.728 2.301 -0.12
C -4.513 8.301 2.856 -0.68
Cl -4.575 10.024 2.993 0.67
H -6.274 5.484 3.495 0.10
H -4.255 4.467 2.514 0.10
H -2.395 5.908 1.741 0.11
H -2.558 8.354 1.964 0.01
```

Results
- Maximum force: 0.08692 Eh/bohr
- E_HOMO: -8.89 eV
- Calculated total energy: -295691.643 eV
- SMILES: CNC[C@](CCCCCCCCOC(C)=O)(O[C@H](I)[C@H](Br)[C@H](C)Br)[C@@H](S)O[C@@](OC#N)([PH2]=S)/C(I)=C(/C)I.Clc1ccccc1Cl.Clc1ccccc1Cl
- Kohn-Sham gap: 8.1 eV
- Lowest unoccupied orbital energy: -0.773 eV



# 2
Here is a structure of composition C35H46FeN4O7PS2Si2 from the Open Molecules 2025 dataset. Energies are from wB97M-V/def2-TZVPD.

XYZ file:
```
98
Properties=species:S:1:pos:R:3:lowdin_spin:R:1
Fe 0.186 -0.347 -0.003 3.80
O 0.584 -0.221 2.058 0.04
N 1.826 -0.300 2.478 0.00
C 1.982 -0.665 3.766 0.00
C 3.216 -0.735 4.349 0.00
C 4.333 -0.440 3.571 0.00
C 4.154 -0.107 2.254 0.00
C 2.879 -0.034 1.673 0.01
S 2.677 0.309 -0.002 0.06
H 1.054 -0.902 4.261 0.00
H 3.296 -1.031 5.383 0.00
H 5.328 -0.490 3.990 0.00
H 4.994 0.095 1.606 0.00
C 2.068 -2.345 -2.285 0.01
Si 0.500 -1.697 -3.033 0.04
C -0.982 -2.779 -2.730 0.02
C 0.777 -1.715 -4.894 0.00
N 0.095 -0.131 -2.235 0.44
C -0.132 1.048 -2.833 0.04
C -0.737 2.108 -2.102 0.13
C -0.893 3.358 -2.657 -0.01
C -0.486 3.618 -3.960 0.16
C 0.082 2.596 -4.718 -0.01
C 0.254 1.345 -4.179 0.12
H 2.296 -3.312 -2.740 0.00
H 2.031 -2.472 -1.205 0.00
H 2.899 -1.670 -2.498 0.00
H -0.848 -3.727 -3.257 0.00
H -1.896 -2.314 -3.102 0.00
H -1.119 -2.985 -1.675 0.00
H 0.974 -2.760 -5.148 0.00
H 1.649 -1.144 -5.211 0.00
H -0.086 -1.396 -5.476 0.00
H -1.075 1.903 -1.100 0.00
H -1.364 4.140 -2.080 0.00
H -0.622 4.601 -4.388 0.01
H 0.398 2.790 -5.734 0.00
H 0.727 0.585 -4.766 0.01
N -1.690 1.745 2.807 0.00
C -1.205 3.097 2.522 0.00
P 0.385 2.843 1.687 0.00
O 1.480 2.668 2.682 0.00
O 0.161 1.896 0.538 0.03
C 0.970 4.309 0.703 0.00
N 2.243 3.691 0.207 0.00
H -1.982 0.763 1.299 0.00
H -2.439 1.754 3.490 0.00
H -0.938 1.154 3.152 0.00
H -1.047 3.703 3.420 0.00
H -1.908 3.617 1.865 0.00
H 1.230 5.189 1.287 0.00
H 0.347 4.556 -0.152 0.00
H 2.733 4.233 -0.504 0.00
H 2.049 2.711 -0.142 0.00
H 2.852 3.523 1.018 0.00
O -2.181 0.256 0.474 0.02
Si -3.821 0.195 0.203 0.00
C -4.421 -1.430 -0.481 0.00
C -5.777 -1.528 -0.820 0.00
C -6.316 -2.713 -1.290 0.00
C -5.507 -3.835 -1.421 0.00
C -4.170 -3.762 -1.068 0.00
C -3.633 -2.570 -0.597 0.00
C -4.289 1.597 -0.965 0.00
C -4.871 1.399 -2.217 0.00
C -5.258 2.469 -3.013 0.00
C -5.093 3.768 -2.561 0.00
C -4.509 3.992 -1.323 0.00
C -4.093 2.919 -0.553 0.00
C -4.729 0.416 1.839 0.00
C -4.860 -0.702 2.667 0.00
C -5.451 -0.612 3.919 0.00
C -5.938 0.604 4.370 0.00
C -5.837 1.726 3.560 0.00
C -5.239 1.628 2.312 0.00
H -6.427 -0.668 -0.703 0.00
H -7.366 -2.766 -1.546 0.00
H -5.924 -4.763 -1.788 0.00
H -3.540 -4.638 -1.152 0.00
H -2.599 -2.534 -0.292 0.00
H -5.020 0.392 -2.586 0.00
H -5.700 2.286 -3.983 0.00
H -5.413 4.602 -3.171 0.00
H -4.365 5.005 -0.968 0.00
H -3.598 3.114 0.391 0.00
H -4.487 -1.661 2.331 0.00
H -5.534 -1.494 4.540 0.00
H -6.404 0.676 5.343 0.00
H -6.231 2.675 3.897 0.00
H -5.195 2.513 1.693 0.00
C 0.236 -4.671 0.492 0.00
S 0.387 -3.075 1.255 0.01
O 1.704 -2.564 0.895 0.01
O 0.121 -3.259 2.657 0.00
O -0.654 -2.240 0.549 0.05
H 0.875 -5.356 1.040 0.00
H 0.557 -4.589 -0.542 0.00
H -0.798 -4.998 0.545 0.00
```

Results
- Energy above the lowest of the compared OMol25 structures with the same formula, charge and spin: 39.8 kcal per mole
- Maximum force: 0.01674 Eh/bohr
- E_HOMO (alpha / beta): -7.25 / -7.25 eV
- Calculated total energy: -138441.784 eV
- 2S+1: 6
- Kohn-Sham gap (alpha / beta): 7.2 / 5.5 eV
- Lowest unoccupied orbital energy (alpha / beta): -0.027 / -1.716 eV



Which of these has the lowest calculated total energy? C35H46Br2Cl4I3N2O5PS2



What is the calculated total energy in the second record? -138441.784 eV



Which of these has the lowest calculated total energy? C35H46Br2Cl4I3N2O5PS2